(1)
Molecular formula: C20H16BrMnN5OS
Method: DFT, ωB97M-V with the def2-TZVPD basis set

Its relative energy (zero: lowest compared OMol25 entry of this formula, charge and spin) is 29.9 kcal per mole. The total energy is -142694.993 eV. Its total charge is 0. The spin multiplicity is 2.

CARTESIAN COORDINATES (ANGSTROEM)
Mn (-1.76193, 0.68711, 0.66710)
N (-2.10633, -0.80468, 4.63714)
C (-1.80184, -0.40472, 3.37497)
S (-3.07576, 0.42703, 2.50457)
N (-0.60025, -0.66214, 2.95450)
N (-0.37234, -0.18105, 1.66362)
C (0.77976, -0.50186, 1.20657)
C (1.50450, -0.10178, -0.03135)
C (2.89140, -0.12139, 0.19129)
C (3.80977, 0.20232, -0.78856)
C (3.35936, 0.52458, -2.05781)
C (1.99998, 0.52331, -2.30741)
C (1.05754, 0.23145, -1.32418)
O (-0.72273, 1.73257, -2.03537)
H (-3.07218, -0.82271, 4.90827)
H (-1.47118, -1.44495, 5.08369)
H (1.38916, -1.10059, 1.87870)
H (3.25253, -0.40084, 1.17312)
H (4.86770, 0.18236, -0.56331)
H (4.05972, 0.75899, -2.84892)
H (1.63690, 0.75744, -3.30229)
Br (-1.61506, -6.34925, -0.76078)
C (-1.51400, -4.45752, -0.83542)
C (-2.36144, -3.68953, -0.04915)
C (-2.29610, -2.31258, -0.10871)
C (-1.37411, -1.65432, -0.94003)
C (-0.52583, -2.45739, -1.71798)
C (-0.60265, -3.84397, -1.67008)
N (-1.35067, -0.26486, -0.94289)
C (-0.39617, 0.32134, -1.79596)
C (-0.32183, 2.58419, -1.07887)
C (0.45955, 3.68799, -1.40364)
C (0.84084, 4.54124, -0.39096)
C (0.44194, 4.27945, 0.91641)
C (-0.33289, 3.16692, 1.15205)
N (-0.71529, 2.33421, 0.16898)
H (-3.08194, -4.16747, 0.60100)
H (-2.98381, -1.72977, 0.49311)
H (0.22641, -2.02077, -2.36036)
H (0.06321, -4.43810, -2.28160)
H (-0.43453, -0.07600, -2.81554)
H (0.75457, 3.83163, -2.43253)
H (1.45769, 5.40258, -0.61180)
H (0.72273, 4.92319, 1.73675)
H (-0.68440, 2.90835, 2.14368)

=====

(2)
Molecular formula: C5H13N2
Method: DFT, ωB97M-V with the def2-TZVPD basis set

Its relative energy (zero: lowest compared OMol25 entry of this formula, charge and spin) is 99.1 kcal per mole. The SMILES is C[NH2+]/C=C\CCN. The total energy is -8366.513 eV. Its total charge is +1. The spin multiplicity is 1.

CARTESIAN COORDINATES (ANGSTROEM)
C (1.30262, 2.31781, -0.71231)
N (0.39286, 1.54151, 0.25062)
C (1.29025, 0.23818, 0.80752)
C (0.91520, -1.01020, 0.61679)
C (-0.01653, -1.64466, -0.25010)
C (-1.50145, -1.65376, 0.04985)
N (-1.97263, -0.22039, -0.45052)
H (0.68608, 2.53236, -1.57738)
H (2.09579, 1.72066, -1.13084)
H (1.68772, 3.14144, -0.20602)
H (-0.39108, 0.87017, 0.09689)
H (0.04373, 2.27928, 0.87071)
H (2.25526, 0.66901, 1.06208)
H (1.38257, -1.71002, 1.27734)
H (-0.05128, -1.22797, -1.26588)
H (0.56515, -2.51630, -0.48707)
H (-1.77418, -1.74952, 1.05846)
H (-2.09242, -2.49578, -0.44430)
H (-2.55364, -0.28870, -1.25061)
H (-2.73589, 0.04322, 0.32539)

=====

(3)
Molecular formula: C20H31CdO5S
Method: DFT, ωB97M-V with the def2-TZVPD basis set

Its relative energy (zero: lowest compared OMol25 entry of this formula, charge and spin) is 37.2 kcal per mole. The total energy is -46875.311 eV. Its total charge is -1. The spin multiplicity is 1.

CARTESIAN COORDINATES (ANGSTROEM)
O (0.76400, 0.22173, -3.65024)
C (0.80427, 1.34952, -4.61057)
C (0.50807, 0.45782, -5.80709)
H (1.78598, 1.84031, -4.62555)
H (0.03846, 2.11835, -4.45630)
C (0.54034, -0.69997, -4.78738)
H (1.32966, 0.36370, -6.50956)
H (-0.46328, 0.53386, -6.28508)
C (1.76471, -1.53443, -5.15912)
H (2.67162, -0.90772, -5.10699)
H (1.65191, -1.86243, -6.21484)
H (1.90419, -2.42184, -4.52214)
C (-0.73491, -1.51893, -4.66930)
H (-1.58018, -0.90399, -4.32432)
H (-0.59195, -2.41890, -4.04531)
H (-1.00659, -1.87735, -5.67650)
Cd (2.04539, -0.44743, 0.82820)
C (-2.37818, -0.82579, 4.22483)
C (-1.80583, 0.46451, 4.36763)
C (-1.88577, 1.11843, 3.09251)
H (-1.39517, 0.86099, 5.28471)
C (-2.50792, 0.22795, 2.17861)
C (-2.81232, -0.97683, 2.86796)
H (-3.31801, -1.84442, 2.43612)
H (-2.48118, -1.55683, 5.02757)
H (-1.58172, 2.11867, 2.83937)
H (-2.76276, 0.48217, 1.15883)
C (1.11615, -2.16467, 3.86541)
C (0.06149, -2.68041, 3.06107)
C (0.56082, -2.91877, 1.77810)
H (-0.94427, -2.87619, 3.41739)
C (1.97908, -2.58762, 1.75654)
C (2.30913, -2.19060, 3.11738)
H (3.31755, -1.96551, 3.48441)
H (0.99003, -1.88170, 4.90337)
H (-0.00192, -3.32187, 0.93615)
H (2.68568, -3.02083, 1.04155)
O (-0.27023, 0.94884, -0.00486)
C (-1.06769, 0.06935, -0.82678)
C (-2.20230, 0.87377, -1.42767)
H (-1.42944, -0.75829, -0.22964)
H (-0.42095, -0.31099, -1.63098)
C (-1.42138, 2.13807, -1.74034)
H (-3.02211, 1.09023, -0.72639)
H (-2.56019, 0.40740, -2.34161)
C (-0.29055, 2.20303, -0.69976)
H (-1.99989, 3.04609, -1.76877)
H (-1.00361, 1.95133, -2.73659)
H (-0.48046, 2.98789, 0.06490)
H (0.70286, 2.30487, -1.17839)
C (2.49766, 2.50198, 4.73266)
S (1.24070, 1.56551, 3.81375)
O (1.05044, 0.29186, 4.50621)
O (0.13504, 2.53140, 3.82103)
O (1.74732, 1.38737, 2.39328)
H (2.10475, 3.49620, 4.99822)
H (3.39955, 2.57225, 4.10828)
H (2.71393, 1.94890, 5.65597)

=====

(4)
Molecular formula: C6H9Br
Method: DFT, ωB97M-V with the def2-TZVPD basis set

Its relative energy (zero: lowest compared OMol25 entry of this formula, charge and spin) is 91.4 kcal per mole. The total energy is -76405.739 eV. Its total charge is 0. The spin multiplicity is 1.

CARTESIAN COORDINATES (ANGSTROEM)
C (2.45002, -0.91800, -1.97463)
C (1.58851, 0.07762, -1.45624)
C (-0.25932, 0.94292, 0.13765)
C (0.62421, -0.07977, -0.55011)
C (-1.49758, 0.70056, 1.06799)
C (-2.05791, -0.60160, 1.54429)
Br (-2.30491, 2.28919, 1.91997)
H (3.29993, -0.68599, -2.58020)
H (2.24919, -1.88957, -1.47501)
H (1.83551, 1.02152, -1.96735)
H (0.38421, 1.20390, 1.02596)
H (-0.46935, 1.92564, -0.45391)
H (0.47211, -1.09747, -0.26580)
H (-2.36049, -1.21384, 0.78561)
H (-2.72663, -0.52524, 2.38884)
H (-1.22750, -1.14987, 1.85294)